1) Below is the molecule C4H4N2OS, with properties calculated with ωB97M-V/def2-TZVPD.

Values from the calculation:
**LUMO level**: -0.48 eV
**HOMO-LUMO gap**: 8.515 eV
**Structure (SMILES)**: Oc1cnn(C=S)c1
**Total charge**: 0
**HOMO level**: -0.3307 Eh

Geometry (Å):
O  0.207  2.559  0.467
C  -0.026  1.226  0.294
C  -1.222  0.518  0.645
N  -1.181  -0.739  0.268
N  0.064  -0.855  -0.231
C  0.491  -2.013  -0.740
S  1.977  -2.245  -1.395
C  0.804  0.290  -0.191
H  -0.519  3.021  0.867
H  -2.159  0.775  1.200
H  -0.229  -2.836  -0.586
H  1.794  0.301  -0.598

Mulliken atomic charge list, values in e, 4 entries: -0.51 0.43 -0.30 -0.94

***

2) Below is the molecule C4H4N2OS, with properties calculated with ωB97M-V/def2-TZVPD.

Values from the calculation:
**LUMO level**: -0.17 eV
**HOMO-LUMO gap**: 9.324 eV
**Structure (SMILES)**: N#CC(O)(C#N)CS
**Total charge**: 0
**HOMO level**: -0.3490 Eh

Geometry (Å):
N  0.648  -0.329  2.457
C  0.167  -0.604  1.326
C  -0.482  -0.389  -0.093
O  -1.658  0.423  -0.113
C  -0.452  -1.689  -0.820
N  -0.282  -2.406  -1.775
C  0.708  0.589  -0.779
S  0.807  2.099  0.300
H  -2.221  0.006  0.504
H  0.110  0.829  -1.646
H  1.643  0.163  -0.943
H  1.013  1.307  1.583

Mulliken atomic charge list, values in e, 4 entries: -0.52 0.23 0.81 -0.45

***

Energies in kcal/mol, measured from the most stable structure: 1) 0.0; 2) 53.6.

***

1) Below is the molecule C4H4N2OS, with properties calculated with ωB97M-V/def2-TZVPD.

Values from the calculation:
**LUMO level**: 0.11 eV
**HOMO-LUMO gap**: 8.300 eV
**Structure (SMILES)**: S=C1ON=C[C@H]2CN12
**Total charge**: 0
**HOMO level**: -0.3009 Eh

Geometry (Å):
S  -0.040  2.899  0.870
C  0.359  1.310  0.766
O  0.730  0.611  1.763
N  0.699  -0.975  1.802
C  0.513  -1.431  0.669
C  0.272  -0.577  -0.711
C  -0.991  0.172  -1.037
N  0.161  0.891  -0.478
H  0.560  -2.510  0.650
H  0.696  -1.041  -1.728
H  -1.886  0.191  -0.364
H  -1.073  0.461  -2.202

Mulliken atomic charge list, values in e, 4 entries: -0.32 0.35 -0.28 -0.25

***

2) Below is a cluster of 2 separate species, C4H4N2OS in total, with properties calculated with ωB97M-V/def2-TZVPD.

Values from the calculation:
**LUMO level**: -0.77 eV
**HOMO-LUMO gap**: 8.221 eV
**Total charge**: 0
**HOMO level**: -0.3304 Eh

Geometry (Å):
C  -0.636  -0.387  -0.013
C  0.449  2.041  0.138
C  0.445  -1.132  -0.016
C  1.725  -0.547  -0.428
H  -2.625  0.048  0.737
H  -2.075  -2.207  -0.282
H  0.764  3.034  -0.416
H  0.619  -1.930  0.578
N  -1.861  -1.121  0.190
N  2.949  -0.528  -0.650
O  1.062  1.461  1.002
S  -0.818  1.269  -0.840

Mulliken atomic charge list, values in e, 4 entries: 0.40 0.17 -0.47 0.25

***

3) Below is a cluster of 2 separate species, C4H4N2OS in total, with properties calculated with ωB97M-V/def2-TZVPD.

Values from the calculation:
**LUMO level (alpha / beta)**: -1.69 / -1.74 eV
**HOMO-LUMO gap (alpha / beta)**: 8.025 / 7.992 eV
**Total charge**: 0
**HOMO level (alpha / beta)**: -0.3571 / -0.3578 Eh

Geometry (Å):
C  -1.013  -0.090  1.070
C  -0.947  0.969  2.063
C  0.047  0.233  0.228
C  0.943  -1.025  -1.810
N  0.048  1.795  1.794
N  0.683  1.291  0.735
O  0.313  -2.526  -3.659
S  -0.310  -1.738  -2.539
H  -1.758  -0.904  0.952
H  -1.578  1.138  2.819
H  2.003  -0.918  -2.252
H  1.570  1.775  0.599

Mulliken atomic charge list, values in e, 4 entries: -0.25 -0.48 0.10 -0.17

***

Energies in kcal/mol, measured from the most stable structure: 1) 0.0; 2) 20.1; 3) 36.5.

***

1) Below is the ion C3H10PS with charge +1, with properties calculated with ωB97M-V/def2-TZVPD.

Values from the calculation:
**LUMO level**: -4.14 eV
**HOMO-LUMO gap**: 10.501 eV
**Total charge**: +1
**HOMO level**: -0.5381 Eh

Geometry (Å):
C  -0.959  0.132  -1.484
C  1.552  -0.276  -0.432
C  -0.586  0.930  1.264
P  -0.267  -0.417  0.123
S  -0.633  -2.549  0.376
H  -1.992  -0.104  -1.676
H  -0.370  -0.353  -2.179
H  -0.816  1.194  -1.512
H  2.201  -0.519  0.399
H  1.665  0.789  -0.656
H  1.775  -0.938  -1.221
H  -0.315  1.015  2.365
H  -1.541  1.327  1.077
H  -0.060  1.664  0.654
H  -1.166  -2.327  1.571

Mulliken atomic charge list, values in e, 4 entries: -1.14 -1.16 -0.82 0.73

***

2) Below is a cluster of 2 separate species, C3H10PS in total, with properties calculated with ωB97M-V/def2-TZVPD.

Values from the calculation:
**LUMO level (alpha / beta)**: -4.07 / -8.27 eV
**HOMO-LUMO gap (alpha / beta)**: 10.811 / 3.853 eV
**Total charge**: +1
**HOMO level (alpha / beta)**: -0.5469 / -0.4455 Eh

Geometry (Å):
C  -2.029  1.381  -0.866
C  3.055  -1.918  -0.379
C  -0.278  1.141  1.399
P  -0.439  0.579  -0.310
S  -1.131  -1.452  -0.111
H  -2.356  2.018  -0.136
H  -2.760  0.606  -1.202
H  -1.873  2.063  -1.791
H  3.934  -2.134  -1.017
H  2.329  -2.728  -0.316
H  3.155  -1.234  0.459
H  0.254  2.094  1.597
H  0.392  0.380  1.863
H  -1.163  1.044  2.120
H  -1.090  -1.840  -1.311

Mulliken atomic charge list, values in e, 4 entries: -0.84 -0.79 -0.99 0.51

***

Energies in kcal/mol, measured from the most stable structure: 1) 0.0; 2) 96.9.